{
  "formula": "C32H28N5O3Pd",
  "method": "ωB97M-V/def2-TZVPD",
  "species": ["Pd", "C", "C", "C", "C", "C", "C", "C", "C", "N", "C", "O", "C", "C", "C", "C", "C", "N", "C", "O", "N", "C", "C", "C", "C", "C", "C", "C", "C", "H", "H", "H", "H", "H", "H", "H", "H", "H", "H", "H", "H", "H", "H", "H", "H", "H", "H", "H", "H", "H", "O", "C", "C", "C", "C", "C", "C", "C", "N", "C", "C", "N", "H", "H", "H", "H", "H", "H", "H"],
  "positions_angstrom": [[0.200, 0.276, -0.612], [0.303, -3.017, 0.411], [1.765, -2.884, 0.131], [2.700, -3.531, 0.914], [4.042, -3.531, 0.561], [4.454, -2.906, -0.607], [3.557, -2.247, -1.428], [3.988, -1.651, -2.724], [2.192, -2.182, -1.031], [1.265, -1.452, -1.728], [0.935, -1.685, -3.016], [1.345, -2.623, -3.678], [-0.089, -0.725, -3.557], [-0.656, -0.907, -4.816], [-1.650, -0.035, -5.233], [-2.028, 1.002, -4.396], [-1.386, 1.138, -3.169], [-0.448, 0.285, -2.774], [-1.718, 2.269, -2.239], [-2.503, 3.151, -2.544], [-0.968, 2.252, -1.119], [-1.151, 2.986, -0.003], [-2.420, 3.149, 0.632], [-3.640, 2.509, 0.071], [-2.480, 3.907, 1.787], [-1.351, 4.507, 2.320], [-0.107, 4.332, 1.718], [0.017, 3.577, 0.573], [1.331, 3.416, -0.128], [0.101, -3.049, 1.479], [-0.064, -3.948, -0.025], [-0.266, -2.202, -0.051], [2.381, -4.066, 1.793], [4.760, -4.049, 1.176], [5.499, -2.938, -0.881], [5.071, -1.623, -2.803], [3.584, -0.646, -2.855], [3.597, -2.268, -3.537], [-0.313, -1.726, -5.427], [-2.121, -0.159, -6.197], [-2.796, 1.713, -4.656], [-3.440, 1.472, -0.202], [-3.941, 3.037, -0.836], [-4.461, 2.550, 0.782], [-3.432, 4.033, 2.280], [-1.436, 5.122, 3.202], [0.760, 4.806, 2.148], [2.153, 3.701, 0.526], [1.369, 4.050, -1.015], [1.470, 2.372, -0.472], [-1.696, -0.145, 0.406], [-1.888, -0.884, 1.425], [-3.015, -1.754, 1.447], [-3.326, -2.504, 2.545], [-2.529, -2.436, 3.689], [-1.393, -1.652, 3.690], [-1.032, -0.881, 2.583], [0.213, -0.149, 2.579], [0.931, 0.235, 1.522], [2.062, 0.822, 2.000], [2.040, 0.806, 3.364], [0.879, 0.190, 3.713], [-3.614, -1.787, 0.550], [-4.177, -3.169, 2.520], [-2.794, -3.005, 4.566], [-0.749, -1.680, 4.560], [2.833, 1.195, 1.355], [2.737, 1.172, 4.087], [0.542, 0.065, 4.654]],
  "atomic_forces_ev_per_a": [[-0.233, -0.516, 0.053], [-0.059, 0.204, -0.066], [-0.339, -0.029, 0.752], [-0.209, 0.087, -0.072], [-0.241, -0.026, 0.080], [-0.021, 0.435, -0.543], [0.574, -0.414, -0.195], [0.053, 0.018, -0.117], [-0.419, 0.532, -0.808], [0.396, -0.612, 2.086], [0.223, -0.055, -1.096], [-0.362, 0.182, 0.082], [-0.194, -0.016, -0.488], [0.164, -0.018, 0.236], [0.103, 0.042, 0.160], [0.159, 0.065, 0.253], [-0.192, -0.104, -0.483], [-0.052, -0.104, 0.525], [-0.636, 0.182, -0.178], [0.254, -0.260, -0.265], [0.747, 0.669, 1.255], [-0.187, -0.313, -0.645], [-0.374, 0.280, 0.236], [-0.175, 0.033, -0.108], [-0.262, -0.229, -0.241], [0.066, -0.016, -0.079], [0.189, -0.125, -0.250], [0.420, -0.055, 0.320], [0.078, -0.250, -0.034], [0.001, -0.037, 0.014], [-0.016, -0.064, -0.045], [0.098, -0.339, 0.211], [-0.117, -0.093, 0.110], [0.112, -0.049, 0.099], [0.067, 0.032, -0.084], [0.066, 0.085, 0.040], [0.078, 0.032, -0.039], [0.101, 0.102, 0.042], [0.013, -0.089, -0.030], [-0.019, -0.025, -0.049], [-0.059, 0.077, -0.050], [-0.033, -0.026, 0.048], [-0.044, -0.053, 0.096], [0.001, -0.066, 0.081], [-0.095, 0.001, 0.019], [-0.002, 0.036, 0.142], [0.153, 0.058, -0.001], [0.014, -0.041, 0.000], [-0.017, -0.048, -0.044], [0.084, 0.581, 0.159], [0.476, 1.001, -1.512], [0.004, -1.068, 1.612], [0.450, 0.360, -0.265], [0.058, -0.038, 0.250], [0.033, 0.006, 0.059], [-0.086, -0.059, -0.063], [-0.791, -0.083, -0.569], [0.089, 0.120, -0.091], [-0.684, -0.199, -0.496], [0.423, 0.174, 0.620], [0.434, 0.209, -0.460], [-0.318, -0.109, -0.196], [-0.103, -0.003, -0.115], [-0.125, 0.008, 0.042], [0.044, -0.114, 0.079], [0.040, 0.005, 0.082], [0.074, 0.089, -0.101], [0.167, 0.066, 0.151], [-0.038, -0.025, -0.115]],
  "energy_ev": -50704.230,
  "multiplicity": 5,
  "max_force_ev_per_a": 2.210,
  "lumo_energy_ev": [-2.6405, -5.8469],
  "charge": 1,
  "e_above_lowest_kcal_mol": 19.9
}